# 1
{
  "formula": "C2H6N4O",
  "method": "the ωB97M-V functional and the def2-TZVPD basis",
  "de_lowest_kj_mol": 567.7,
  "mol_weight_g_mol": 102.097,
  "spin_multiplicity": 1,
  "e_tot_ev": -10174.1778,
  "charge": 0,
  "max_force_ev_per_a": 2.06,
  "species": ["N", "N", "N", "C", "C", "N", "O", "H", "H", "H", "H", "H", "H"],
  "coordinates": [[-0.13815, 1.49727, -0.34014], [-1.19539, 1.20546, 0.53525], [-0.83626, -1.54907, -0.25490], [0.40157, 0.45340, -0.95576], [0.31545, -0.92253, -0.64792], [1.40724, 0.36222, 1.01896], [2.53837, 0.62570, 1.03673], [-0.85869, 0.64625, 1.32444], [-1.52547, 2.08931, 0.90141], [-1.55187, -1.02205, 0.22156], [-0.82798, -2.54410, -0.11166], [1.20105, 0.72213, -1.63620], [1.07016, -1.56400, -1.09177]]
}

***

# 2
{
  "formula": "C2H6N4O",
  "method": "the ωB97M-V functional and the def2-TZVPD basis",
  "de_lowest_kj_mol": 313.2,
  "mol_weight_g_mol": 102.097,
  "spin_multiplicity": 1,
  "e_tot_ev": -10176.8151,
  "charge": 0,
  "max_force_ev_per_a": 2.16,
  "species": ["H", "N", "N", "C", "N", "O", "H", "H", "C", "N", "H", "H", "H"],
  "coordinates": [[1.34264, 0.59842, 1.35703], [1.05724, 1.12904, 0.50382], [0.77452, 0.36656, -0.45208], [0.89250, -1.05607, -0.17398], [0.64665, -1.78293, -1.27622], [1.15774, -1.48220, 0.92580], [0.45319, -1.32428, -2.14902], [0.67176, -2.78741, -1.23018], [-1.54571, 1.51852, 0.79411], [-1.80392, 0.81815, -0.18826], [-0.42280, 1.62533, 1.10659], [-2.30505, 1.87694, 1.47541], [-0.91875, 0.49993, -0.69303]]
}